a) 7
Properties=species:S:1:pos:R:3 method="wB97M-V/def2-TZVPD" multiplicity=1 gap_ev=6.6 charge=-1
S -2.063 -0.903 0.294
H -2.481 -1.935 -0.500
C 2.367 0.444 -0.277
N 2.161 1.730 -0.234
H 1.618 -0.368 -0.334
H 3.362 0.078 -0.083
H 1.179 1.905 -0.486

=====

b) 7
Properties=species:S:1:pos:R:3 method="wB97M-V/def2-TZVPD" multiplicity=1 gap_ev=7.2 charge=-1
S 2.079 1.826 0.421
H 0.864 1.897 -0.010
C -0.301 -1.056 -0.065
N -1.503 -0.692 0.162
H -0.167 -1.951 -0.611
H 0.603 -0.356 0.028
H -1.576 0.332 0.076

=====

c) 7
Properties=species:S:1:pos:R:3 method="wB97M-V/def2-TZVPD" multiplicity=1 gap_ev=7.0 charge=-1
S 0.358 -2.386 0.211
H -0.505 -2.434 1.237
C -0.013 1.301 -0.073
N -0.188 0.606 -1.110
H -0.252 2.358 -0.146
H 0.306 0.860 0.878
H 0.295 -0.305 -0.997

=====

Computed energies relative to the best structure, in hartree: a) 0.0049; b) 0.0176; c) 0.0000

=====

a) 6
Properties=species:S:1:pos:R:3 method="wB97M-V/def2-TZVPD" multiplicity=1 gap_ev="9.7 / 7.8" charge=0
C -0.480 -0.453 0.098
N -1.515 0.228 -0.045
O -2.775 0.027 0.120
H 2.562 -0.322 0.129
H -0.317 -1.383 0.623
H -1.304 1.255 -0.534

=====

b) 6
Properties=species:S:1:pos:R:3 method="wB97M-V/def2-TZVPD" multiplicity=1 gap_ev=10.7 charge=0
N -0.322 0.567 -0.022
C 0.287 -0.600 -0.022
O -0.043 -1.738 -0.101
H 0.161 1.402 0.274
H 1.218 0.003 -0.781
H -1.299 0.367 0.653

=====

c) 6
Properties=species:S:1:pos:R:3 method="wB97M-V/def2-TZVPD" smiles="C=NO" multiplicity=1 gap_ev=11.0 charge=0
C 1.098 0.209 0.002
H -1.088 1.016 0.243
H 1.222 1.365 -0.150
H 1.920 -0.533 0.133
N 0.051 -0.535 -0.011
O -1.125 0.080 -0.020

=====

Computed energies relative to the best structure, in hartree: a) 0.2263; b) 0.0000; c) 0.0208

=====

a) 56
Properties=species:S:1:pos:R:3 method="wB97M-V/def2-TZVPD" smiles="NC(N)=O.NC(N)=O.NC(N)=O.NC(N)=O.NC(N)=O.NC(N)=O.NC(N)=O" multiplicity=1 gap_ev=8.2 charge=0
C 0.999 -1.034 3.912
O 0.273 -1.147 2.970
N 1.663 0.054 4.217
N 1.264 -1.989 4.729
H 1.511 0.829 3.588
H 2.293 -0.056 4.999
H 1.836 -1.860 5.551
H 0.745 -2.849 4.619
C 0.965 0.386 0.098
O 1.061 1.259 -0.713
N 1.862 0.034 1.026
N -0.123 -0.227 0.430
H 1.639 -0.792 1.563
H 2.715 0.567 1.121
H -0.999 -0.009 -0.021
H -0.159 -1.037 1.033
C -0.754 1.071 -4.197
O -1.658 1.834 -4.152
N -0.682 0.131 -5.129
N 0.378 1.069 -3.540
H -0.011 -0.624 -5.123
H -1.375 -0.089 -5.830
H 0.254 1.339 -2.574
H 1.212 0.592 -3.850
C -2.345 3.284 -1.302
O -2.598 3.803 -2.392
N -2.262 2.041 -0.945
N -2.096 3.961 -0.296
H -2.077 1.829 0.025
H -2.154 1.299 -1.623
H -2.302 4.946 -0.380
H -1.985 3.670 0.665
C -2.074 -3.415 -2.466
O -3.011 -3.008 -3.193
N -1.824 -4.641 -2.118
N -1.307 -2.577 -1.882
H -1.050 -4.704 -1.472
H -2.279 -5.480 -2.448
H -0.553 -2.819 -1.256
H -1.531 -1.669 -2.264
C 7.236 2.302 1.973
O 8.464 2.215 2.152
N 6.377 1.373 2.312
N 6.606 3.235 1.193
H 6.703 0.589 2.859
H 5.422 1.493 2.006
H 7.161 4.022 0.890
H 6.005 2.827 0.492
C -4.764 -1.862 0.194
O -5.218 -2.584 -0.670
N -4.177 -0.707 0.050
N -5.077 -2.052 1.513
H -3.986 -0.564 -0.931
H -3.720 -0.222 0.809
H -4.590 -1.420 2.133
H -5.902 -2.619 1.645

=====

b) 56
Properties=species:S:1:pos:R:3 method="wB97M-V/def2-TZVPD" smiles="NC(N)=O.NC(N)=O.NC(N)=O.NC(N)=O.NC(N)=O.NC(N)=O.NC(N)=O" multiplicity=1 gap_ev=9.0 charge=0
C 0.263 0.371 -0.467
O 0.997 0.846 0.396
N -0.151 1.026 -1.573
N -0.193 -0.913 -0.424
H 0.064 1.999 -1.676
H -0.765 0.576 -2.222
H -0.636 -1.302 -1.242
H 0.046 -1.569 0.301
C -1.600 -2.080 2.238
O -0.399 -2.107 2.057
N -2.130 -2.193 3.503
N -2.543 -1.903 1.258
H -1.558 -2.661 4.184
H -3.119 -2.278 3.660
H -3.472 -1.626 1.513
H -2.167 -1.739 0.343
C -0.271 4.270 -3.061
O -1.055 3.340 -3.048
N 0.566 4.589 -2.022
N -0.114 5.085 -4.147
H 0.517 4.194 -1.099
H 1.275 5.274 -2.215
H -0.506 4.741 -5.004
H 0.539 5.845 -4.194
C 1.558 -5.659 1.389
O 2.771 -5.740 1.417
N 0.750 -6.505 2.113
N 0.889 -4.710 0.677
H -0.250 -6.494 2.020
H 1.118 -7.353 2.505
H 1.433 -3.934 0.355
H -0.078 -4.856 0.466
C 0.226 4.575 1.459
O -0.811 4.476 0.819
N 1.067 3.527 1.648
N 0.561 5.731 2.133
H 0.689 2.611 1.444
H 1.878 3.671 2.220
H 1.509 5.879 2.426
H -0.094 6.489 2.131
C -2.314 -1.790 -3.515
O -1.330 -2.480 -3.318
N -3.588 -2.266 -3.373
N -2.237 -0.479 -3.943
H -4.406 -1.708 -3.527
H -3.659 -3.264 -3.289
H -1.336 -0.145 -4.230
H -3.076 0.069 -3.941
C 3.528 -0.346 2.460
O 4.467 -0.762 3.114
N 2.627 -1.184 1.834
N 3.280 0.967 2.183
H 2.961 -2.130 1.779
H 1.923 -0.795 1.235
H 3.828 1.628 2.698
H 2.527 1.194 1.553

=====

Computed energies relative to the best structure, in hartree: a) 0.1978; b) 0.0000

=====

a) 22
Properties=species:S:1:pos:R:3 method="wB97M-V/def2-TZVPD" multiplicity=2 gap_ev="2.7 / 11.5" charge=-1
C -2.327 -0.480 1.849
C -1.936 -1.547 0.776
C -1.362 0.651 2.232
H -2.611 -1.081 2.725
H -3.282 -0.052 1.522
H -0.885 -1.735 1.108
H -2.539 -2.442 0.993
H -1.583 1.644 1.865
H -1.836 -1.360 -0.281
H -0.326 0.502 1.944
H -1.272 0.555 3.338
C 2.000 -0.150 -1.836
C 0.883 0.783 -2.435
C 2.546 0.647 -0.688
H 1.515 -1.075 -1.562
H 2.675 -0.147 -2.698
H 1.193 1.803 -2.250
H 2.963 -0.073 0.063
H 3.466 1.167 -0.972
H -0.130 0.465 -2.176
H 0.845 0.645 -3.521
H 2.004 1.280 0.005

=====

b) 22
Properties=species:S:1:pos:R:3 method="wB97M-V/def2-TZVPD" multiplicity=2 gap_ev="2.6 / 11.4" charge=-1
C 1.193 -0.194 -0.071
C 2.075 -0.250 -1.317
C 1.227 -1.374 0.779
C 1.480 1.132 0.634
H 0.074 -0.048 -0.441
H 3.210 -0.084 -1.159
H 2.332 -1.468 1.183
H 0.671 -1.343 1.706
H 0.908 -2.258 0.313
H 1.964 1.971 0.055
H 0.508 1.577 1.067
H 2.245 0.990 1.495
H 1.755 0.465 -2.131
H 2.093 -1.223 -1.888
C -2.590 -0.236 0.465
C -3.097 0.855 -0.512
H -3.141 -0.075 1.403
H -2.915 -1.240 0.088
H -1.568 -0.041 0.758
H -3.216 0.388 -1.536
H -4.173 1.062 -0.260
H -2.476 1.722 -0.521

=====

Computed energies relative to the best structure, in hartree: a) 0.0131; b) 0.0000